# 1
The following is a quantum chemistry calculation of a 2-piece molecular cluster, C5H9NO overall at a distorted geometry, from the Open Molecules 2025 dataset.

Output
* charge: 0
* Kohn-Sham gap: 10.563 eV
* ΔE to the lowest compared entry with this formula, charge and spin: 53.0 kcal per mole
* spin multiplicity: 1

Positions of all 16 atoms, in Å:
C  -1.245  -0.144  1.246
C  -1.037  0.012  -0.239
N  -0.859  1.368  -0.759
C  0.254  0.413  -0.859
C  1.534  0.706  -0.058
C  1.009  -2.320  -0.700
O  1.114  -2.744  0.347
H  -0.672  0.598  1.805
H  -2.300  -0.011  1.506
H  -0.941  -1.142  1.581
H  -1.638  -0.667  -0.841
H  -1.323  1.476  -1.659
H  0.437  0.000  -1.849
H  1.249  1.247  0.856
H  2.138  1.406  -0.654
H  2.279  -0.196  0.277

Atom charges from the Mulliken analysis, given in e for atoms 1 to 5:
1 C -1.22
2 C 0.09
3 N -0.74
4 C -0.01
5 C -1.10



# 2
The following is a quantum chemistry calculation of a 19-piece molecular cluster, C78H207N13O26 overall at a distorted geometry, from the Open Molecules 2025 dataset.

Output
* charge: 0
* Kohn-Sham gap: 7.958 eV
* spin multiplicity: 1

Positions of all 324 atoms, in Å:
C  -9.716  -6.417  0.016
O  -8.411  -5.842  -0.232
C  -8.284  -4.616  0.402
C  -6.868  -4.141  0.264
N  -6.592  -2.930  1.031
C  -5.093  -2.846  1.062
C  -4.583  -1.579  1.814
O  -5.077  -0.279  1.358
C  -4.520  0.128  0.099
H  -9.962  -6.663  1.049
H  -9.821  -7.233  -0.700
H  -10.506  -5.706  -0.226
H  -8.474  -4.762  1.465
H  -8.965  -3.885  -0.033
H  -6.638  -3.956  -0.786
H  -6.233  -4.993  0.508
H  -6.970  -2.099  0.598
H  -4.637  -2.683  0.085
H  -4.630  -3.692  1.570
H  -3.497  -1.584  1.721
H  -4.966  -1.692  2.828
H  -4.676  -0.610  -0.687
H  -3.453  0.317  0.224
H  -4.918  1.127  -0.081
C  -1.635  7.104  -2.591
O  -2.389  7.065  -1.380
C  -3.301  8.146  -1.102
C  -2.635  9.506  -0.997
N  -3.558  10.642  -0.882
C  -4.288  10.880  0.365
C  -3.430  11.167  1.605
O  -2.959  12.529  1.628
C  -2.352  12.918  2.788
H  -1.089  8.027  -2.782
H  -2.333  6.842  -3.387
H  -0.948  6.264  -2.693
H  -3.784  7.824  -0.180
H  -4.013  8.142  -1.928
H  -2.053  9.629  -1.911
H  -1.893  9.508  -0.198
H  -3.193  11.547  -1.145
H  -5.022  10.081  0.471
H  -4.816  11.804  0.129
H  -2.583  10.482  1.638
H  -3.999  10.891  2.493
H  -1.554  12.215  3.029
H  -3.108  12.917  3.573
H  -2.008  13.951  2.826
C  0.191  -7.434  3.915
O  1.393  -6.873  3.401
C  1.316  -5.489  3.056
C  2.619  -5.015  2.412
N  3.650  -5.161  3.474
C  4.906  -4.500  2.993
C  5.588  -5.337  1.919
O  5.955  -6.567  2.459
C  6.773  -7.355  1.590
H  -0.147  -6.829  4.757
H  0.469  -8.417  4.294
H  -0.667  -7.561  3.255
H  1.131  -4.854  3.923
H  0.435  -5.315  2.438
H  2.554  -3.982  2.069
H  2.920  -5.679  1.601
H  3.842  -6.110  3.762
H  5.545  -4.579  3.873
H  4.665  -3.490  2.665
H  6.471  -4.727  1.730
H  5.057  -5.367  0.967
H  6.206  -7.904  0.838
H  7.188  -8.159  2.199
H  7.634  -6.799  1.219
C  -0.589  -3.242  -6.542
O  -1.132  -4.494  -6.274
C  -0.951  -4.943  -4.987
C  -1.531  -6.326  -4.946
N  -1.171  -7.136  -3.749
C  -1.886  -8.405  -3.678
C  -1.231  -9.553  -2.861
O  -0.377  -10.364  -3.659
C  0.289  -11.323  -2.869
H  -1.057  -2.490  -5.906
H  -0.808  -2.966  -7.573
H  0.501  -3.281  -6.534
H  -1.548  -4.340  -4.302
H  0.068  -4.820  -4.622
H  -1.290  -6.947  -5.808
H  -2.598  -6.115  -4.884
H  -1.312  -6.452  -3.018
H  -2.035  -8.837  -4.667
H  -2.920  -8.186  -3.414
H  -1.985  -10.159  -2.361
H  -0.635  -9.050  -2.100
H  -0.328  -12.071  -2.372
H  0.845  -10.916  -2.024
H  1.039  -11.830  -3.475
C  3.213  -0.326  0.842
O  2.674  -0.209  2.123
C  3.598  -0.389  3.139
C  2.760  -0.126  4.422
N  1.869  -1.253  4.781
C  0.685  -0.811  5.488
C  -0.398  -1.889  5.302
O  -0.729  -2.112  3.889
C  -1.737  -3.060  3.730
H  3.862  0.488  0.519
H  2.487  -0.210  0.037
H  3.681  -1.291  0.646
H  4.379  0.347  2.948
H  3.984  -1.408  3.131
H  2.212  0.795  4.222
H  3.452  0.000  5.254
H  1.459  -1.570  3.914
H  0.310  0.134  5.096
H  0.926  -0.672  6.542
H  -1.254  -1.546  5.883
H  -0.058  -2.766  5.852
H  -2.247  -2.949  2.773
H  -2.460  -3.039  4.545
H  -1.289  -4.051  3.656
C  6.082  1.519  -1.398
O  4.830  2.134  -1.762
C  3.861  1.303  -2.319
C  4.084  1.183  -3.891
N  2.864  0.669  -4.512
C  1.765  1.682  -4.631
C  0.546  1.162  -5.291
O  0.736  1.053  -6.678
C  -0.534  0.899  -7.305
H  6.689  1.312  -2.279
H  5.920  0.602  -0.832
H  6.638  2.291  -0.868
H  2.934  1.822  -2.073
H  3.881  0.340  -1.808
H  4.905  0.490  -4.071
H  4.361  2.140  -4.334
H  3.164  0.429  -5.446
H  2.114  2.475  -5.293
H  1.603  2.162  -3.666
H  -0.271  1.845  -5.061
H  0.269  0.192  -4.878
H  -0.398  0.746  -8.376
H  -1.253  1.693  -7.103
H  -1.013  -0.004  -6.926
C  8.992  5.257  1.364
O  7.683  4.751  0.999
C  7.394  3.522  1.736
C  5.905  3.121  1.770
N  5.106  3.930  2.720
C  3.715  3.570  2.885
C  2.858  3.660  1.595
O  2.758  4.963  1.032
C  1.978  4.969  -0.149
H  9.781  4.675  0.889
H  9.128  5.246  2.445
H  9.050  6.266  0.955
H  7.769  3.596  2.757
H  7.825  2.670  1.209
H  5.806  2.109  2.163
H  5.506  3.101  0.755
H  5.068  4.810  2.227
H  3.250  4.180  3.660
H  3.621  2.641  3.448
H  1.897  3.283  1.943
H  3.255  2.928  0.892
H  2.046  5.942  -0.637
H  0.922  4.777  0.037
H  2.233  4.211  -0.889
C  7.258  -0.016  2.612
C  7.713  -1.521  2.716
C  7.756  -2.184  1.345
O  6.460  -2.405  0.924
C  6.349  -3.000  -0.319
N  9.010  -1.461  3.290
H  6.448  0.031  1.884
H  8.041  0.674  2.298
H  6.840  0.291  3.571
H  7.013  -2.105  3.314
H  8.350  -3.069  1.570
H  8.304  -1.607  0.600
H  6.684  -4.036  -0.366
H  6.861  -2.422  -1.088
H  5.302  -3.049  -0.617
H  9.405  -2.387  3.363
H  9.027  -1.035  4.206
C  -2.883  4.016  -4.897
C  -4.193  4.724  -5.307
C  -4.083  5.301  -6.776
O  -3.183  6.405  -6.791
C  -3.774  7.629  -6.358
N  -5.364  3.824  -5.148
H  -2.722  3.138  -5.522
H  -2.997  3.601  -3.895
H  -2.011  4.662  -4.999
H  -4.235  5.564  -4.613
H  -5.033  5.619  -7.206
H  -3.658  4.619  -7.512
H  -3.095  8.393  -6.736
H  -3.863  7.878  -5.300
H  -4.757  7.868  -6.763
H  -5.375  3.393  -6.062
H  -6.210  4.347  -4.977
C  0.120  -2.225  0.766
C  -0.782  -1.428  -0.267
C  -0.298  0.028  -0.547
O  -1.231  0.630  -1.428
C  -0.904  2.004  -1.642
N  -0.637  -2.156  -1.529
H  -0.366  -3.174  0.991
H  0.116  -1.652  1.694
H  1.128  -2.411  0.397
H  -1.845  -1.410  -0.026
H  0.682  0.092  -1.020
H  -0.335  0.514  0.427
H  -0.680  2.568  -0.736
H  -1.757  2.528  -2.073
H  -0.075  2.093  -2.343
H  -1.065  -1.507  -2.174
H  0.297  -2.159  -1.912
C  2.470  -6.023  7.141
C  1.944  -4.621  7.052
C  1.823  -3.925  8.475
O  0.699  -4.454  9.205
C  0.641  -4.020  10.550
N  2.793  -3.892  6.129
H  1.896  -6.735  7.733
H  3.424  -6.005  7.668
H  2.726  -6.441  6.167
H  0.946  -4.502  6.629
H  1.667  -2.858  8.321
H  2.768  -3.984  9.014
H  0.730  -2.935  10.610
H  1.448  -4.493  11.109
H  -0.284  -4.314  11.046
H  3.060  -4.461  5.338
H  2.474  -3.029  5.714
C  0.151  5.737  2.898
C  -0.948  6.736  3.023
C  -0.843  7.940  2.067
O  0.334  8.645  2.320
C  0.559  9.708  1.464
N  -2.131  6.006  2.809
H  1.103  6.254  2.770
H  -0.033  5.099  2.033
H  0.124  5.101  3.782
H  -0.857  7.176  4.016
H  -1.716  8.533  2.340
H  -0.993  7.706  1.013
H  0.617  9.423  0.414
H  1.504  10.186  1.723
H  -0.117  10.546  1.631
H  -2.224  5.572  1.901
H  -2.137  5.208  3.428
C  -0.084  -5.967  -0.274
C  -1.526  -5.963  -0.681
C  -2.454  -5.502  0.488
O  -2.314  -6.395  1.670
C  -3.367  -6.354  2.620
N  -1.622  -4.989  -1.754
H  0.279  -5.009  0.099
H  0.511  -6.251  -1.143
H  0.049  -6.723  0.500
H  -1.776  -6.988  -0.956
H  -3.525  -5.580  0.298
H  -2.275  -4.497  0.870
H  -3.309  -5.570  3.375
H  -3.627  -7.299  3.097
H  -4.367  -6.122  2.254
H  -1.288  -4.073  -1.490
H  -2.615  -4.805  -1.773
C  -1.909  1.046  3.186
C  -2.929  1.123  4.280
O  -2.474  1.713  5.464
H  -1.483  2.007  2.898
H  -2.288  0.595  2.268
H  -1.026  0.490  3.500
H  -3.330  0.161  4.599
H  -3.737  1.788  3.975
H  -2.798  2.607  5.592
C  -3.284  -0.297  -5.058
C  -3.823  0.572  -3.951
O  -5.116  1.145  -4.264
H  -3.301  0.284  -5.981
H  -3.830  -1.239  -5.084
H  -2.224  -0.467  -4.870
H  -3.153  1.361  -3.609
H  -4.018  -0.001  -3.045
H  -5.039  2.101  -4.296
C  -5.683  -2.607  -3.152
C  -4.582  -3.595  -3.383
O  -4.388  -4.430  -2.224
H  -5.690  -1.794  -3.878
H  -5.631  -2.198  -2.143
H  -6.607  -3.184  -3.143
H  -3.675  -2.998  -3.484
H  -4.787  -4.142  -4.304
H  -5.143  -5.022  -2.213
C  -4.301  3.839  -0.667
C  -3.643  4.635  0.441
O  -2.284  4.840  0.230
H  -3.855  2.911  -1.024
H  -4.472  4.376  -1.600
H  -5.259  3.434  -0.340
H  -3.864  4.109  1.370
H  -4.141  5.605  0.426
H  -2.300  5.519  -0.449
C  2.403  -3.882  -2.462
C  2.311  -2.796  -3.476
O  2.017  -1.566  -2.836
H  1.632  -3.808  -1.695
H  3.309  -3.807  -1.862
H  2.309  -4.907  -2.819
H  1.525  -2.924  -4.220
H  3.317  -2.790  -3.894
H  2.402  -0.831  -3.319
C  2.522  5.415  -3.900
C  1.880  6.060  -5.181
O  0.474  5.801  -5.185
H  2.109  5.929  -3.032
H  3.605  5.485  -3.795
H  2.349  4.349  -3.753
H  2.260  5.512  -6.043
H  2.207  7.096  -5.258
H  0.048  6.472  -5.722

Atom charges from the Mulliken analysis, given in e for atoms 1 to 5:
1 C -0.83
2 O -0.29
3 C -0.68
4 C 0.46
5 N -0.48



# 3
The following is a quantum chemistry calculation of a 2-piece molecular cluster, C4H4ClN overall at a distorted geometry, from the Open Molecules 2025 dataset.

Output
* charge: 0
* Kohn-Sham gap: 9.523 eV
* ΔE to the lowest compared entry with this formula, charge and spin: 92.1 kcal per mole
* spin multiplicity: 1
* SMILES string: C#CCl.C=C=N

Positions of all 10 atoms, in Å:
C  1.958  1.215  0.740
C  2.693  0.361  0.281
Cl  3.862  -0.644  -0.293
H  1.585  2.035  1.220
C  -0.988  -0.145  -0.883
C  -0.578  -0.706  0.223
N  -0.340  -1.331  1.227
H  -1.798  0.548  -0.883
H  -0.451  -0.429  -1.707
H  0.533  -1.095  1.643

Atom charges from the Mulliken analysis, given in e for atoms 1 to 5:
1 C -0.32
2 C 0.11
3 Cl -0.14
4 H 0.35
5 C -0.89



# 4
The following is a quantum chemistry calculation of a 2-piece molecular cluster, C2H6O2P overall at a distorted geometry, from the Open Molecules 2025 dataset.

Output
* charge: +1
* Kohn-Sham gap (alpha / beta): 6.332 / 6.372 eV
* ΔE to the lowest compared entry with this formula, charge and spin: 111.2 kcal per mole
* spin multiplicity: 1

Positions of all 11 atoms, in Å:
C  1.624  1.426  0.147
C  -2.006  -1.070  -0.046
O  1.981  0.065  -0.150
O  -0.975  -0.475  -0.828
P  1.443  -1.318  -0.254
H  2.401  2.100  -0.306
H  1.902  1.405  1.157
H  0.616  1.429  -0.245
H  -1.886  -0.688  0.968
H  -3.006  -0.726  -0.402
H  -2.093  -2.148  -0.040

Atom charges from the Mulliken analysis, given in e for atoms 1 to 5:
1 C -0.36
2 C -0.58
3 O -0.04
4 O -0.46
5 P 0.75



# 5
The following is a quantum chemistry calculation of C49H44N7O2PdS4 as an isolated structure at a distorted geometry, from the Open Molecules 2025 dataset.

Output
* charge: +2
* <S²>: 8.851
* Kohn-Sham gap (alpha / beta): 3.390 / 4.601 eV
* ΔE to the lowest compared entry with this formula, charge and spin: 178.5 kcal per mole
* spin multiplicity: 6

Positions of all 107 atoms, in Å:
Pd  1.528  0.580  1.716
O  3.380  -0.094  3.179
N  4.185  0.959  3.833
C  4.588  1.052  5.040
C  4.991  2.402  5.365
C  5.224  3.624  4.582
C  4.625  3.378  3.280
C  4.174  1.976  2.829
S  3.549  1.968  1.205
H  4.660  0.278  5.684
H  4.817  2.686  6.431
H  5.672  4.537  4.750
H  4.549  4.169  2.470
C  0.200  2.979  5.831
C  0.044  2.008  4.712
O  0.749  2.231  3.678
N  -0.716  0.948  4.975
C  -1.051  0.020  3.968
C  -0.255  -1.280  3.889
C  -0.507  -2.376  4.666
C  0.375  -3.518  4.675
C  1.371  -3.409  3.795
C  1.549  -2.340  2.936
N  0.706  -1.266  3.002
H  1.248  3.233  5.887
H  -0.185  2.673  6.790
H  -0.322  3.900  5.520
H  -1.189  1.063  5.870
H  -0.894  0.427  2.976
H  -2.080  -0.168  4.101
H  -1.359  -2.388  5.342
H  0.019  -4.383  5.357
H  2.188  -4.128  3.567
H  2.432  -2.261  2.294
N  0.122  1.648  0.617
S  -0.527  1.953  -0.683
N  -1.586  0.783  -1.295
S  -1.157  -0.381  -2.233
N  0.049  -1.222  -2.053
S  0.756  -1.795  -0.694
N  1.610  -0.829  0.047
C  -0.649  -2.533  0.226
C  -1.481  -1.631  0.828
C  -2.572  -2.201  1.500
C  -2.702  -3.545  1.544
C  -1.895  -4.470  0.889
C  -0.863  -3.868  0.222
C  1.579  -3.162  -1.508
C  2.896  -3.446  -1.084
C  3.493  -4.684  -1.450
C  2.791  -5.427  -2.311
C  1.563  -5.211  -2.789
C  0.882  -4.044  -2.419
C  -2.585  -1.373  -2.215
C  -3.772  -1.036  -1.557
C  -4.917  -1.866  -1.665
C  -4.836  -2.880  -2.596
C  -3.724  -3.177  -3.357
C  -2.565  -2.359  -3.245
C  -0.946  0.139  -3.943
C  0.345  0.064  -4.532
C  0.458  0.544  -5.816
C  -0.619  1.213  -6.431
C  -1.865  1.350  -5.784
C  -2.111  0.689  -4.551
C  -1.555  3.372  -0.642
C  -1.469  4.132  0.521
C  -2.422  5.110  0.773
C  -3.345  5.443  -0.188
C  -3.356  4.743  -1.425
C  -2.514  3.615  -1.591
C  0.586  2.416  -2.071
C  0.325  3.420  -3.002
C  1.195  3.632  -4.068
C  2.389  2.926  -4.093
C  2.588  1.897  -3.217
C  1.714  1.666  -2.140
H  -1.267  -0.499  0.892
H  -3.374  -1.544  1.888
H  -3.511  -3.962  2.132
H  -2.028  -5.513  0.993
H  -0.163  -4.456  -0.355
H  3.373  -2.788  -0.339
H  4.455  -4.958  -1.121
H  3.261  -6.297  -2.716
H  1.109  -5.875  -3.529
H  -0.106  -3.714  -2.780
H  -3.771  -0.180  -0.863
H  -5.842  -1.614  -1.180
H  -5.691  -3.652  -2.705
H  -3.818  -3.869  -4.141
H  -1.781  -2.558  -3.952
H  1.271  -0.394  -4.085
H  1.421  0.444  -6.253
H  -0.576  1.633  -7.412
H  -2.690  1.979  -6.197
H  -3.075  0.844  -4.092
H  -0.631  3.880  1.180
H  -2.357  5.657  1.731
H  -4.086  6.237  -0.007
H  -4.061  5.094  -2.215
H  -2.628  3.139  -2.500
H  -0.572  4.021  -2.834
H  1.003  4.512  -4.683
H  3.071  3.091  -4.920
H  3.513  1.358  -3.205
H  1.978  0.888  -1.445

Atom charges from the Mulliken analysis, given in e for atoms 1 to 5:
1 Pd 1.52
2 O -0.51
3 N 0.26
4 C -0.02
5 C -0.50



# 6
The following is a quantum chemistry calculation of C4H9IO as an isolated structure at a distorted geometry, from the Open Molecules 2025 dataset.

Output
* charge: 0
* Kohn-Sham gap: 8.694 eV
* ΔE to the lowest compared entry with this formula, charge and spin: 54.1 kcal per mole
* spin multiplicity: 1

Positions of all 15 atoms, in Å:
C  0.499  0.416  -1.641
C  -0.652  -1.305  0.503
C  0.192  0.869  -0.291
C  0.406  -0.303  0.672
O  0.381  0.394  2.388
I  -1.352  0.925  2.954
H  0.229  -0.592  -1.758
H  1.624  0.559  -1.828
H  -0.004  0.953  -2.376
H  -0.487  -1.615  -0.635
H  -0.622  -2.230  1.082
H  -1.601  -0.734  0.414
H  -0.801  1.312  -0.280
H  0.710  1.812  0.074
H  1.479  -0.462  0.722

Atom charges from the Mulliken analysis, given in e for atoms 1 to 5:
1 C -1.09
2 C -1.00
3 C -0.46
4 C 0.18
5 O -0.64



Calculated calculated total energy in order - -8866.9138, -156831.3255, -18221.1467, -15542.3435, -112840.4384, -14439.0571 eV